Computed, not measured: one molecule with the formula C7H7NO in a non-equilibrium geometry, with ωB97M-V with the def2-TZVPD basis set.

Structure (XYZ):
```
16
C7H7NO | OMol25 | ωB97M-V with the def2-TZVPD basis set
C -2.192 -1.180 -0.043
C -0.881 -0.760 -0.028
C 1.423 -1.065 0.069
C 1.163 0.438 0.037
C 2.138 1.326 -0.097
C -0.318 0.579 -0.032
C -1.045 1.673 0.078
H -2.430 -2.247 -0.136
H -2.999 -0.461 -0.082
H 0.076 -2.655 0.180
H 2.016 2.430 -0.162
H 3.106 0.878 0.054
H -2.101 1.551 0.038
H -0.671 2.695 0.133
N 0.181 -1.675 0.001
O 2.535 -1.527 -0.010
```

The LUMO energy is -0.015 eV. The HOMO-LUMO gap is 8.5 eV. The value obtained for the total energy is -400.89076 a.u. As for the multiplicity: 1. Its SMILES is C=C1NC(=O)C(=C)C1=C.

=====

Computed, not measured: a 4-piece molecular cluster, CH10NO4 overall, with ωB97M-V with the def2-TZVPD basis set.

Structure (XYZ):
```
16
CH10NO4 | OMol25 | ωB97M-V with the def2-TZVPD basis set
N 1.096 -0.242 1.337
C -0.154 -0.882 0.800
O -0.756 -0.090 -0.108
H 1.642 -0.984 1.753
H 1.598 -0.026 0.473
H 0.161 -1.888 0.442
H -0.794 -1.094 1.679
H 0.796 2.170 0.990
H -0.212 1.497 0.092
O 0.235 2.377 0.232
H 1.474 1.458 -1.054
H 1.083 0.340 -1.969
O 1.861 0.843 -1.699
H -1.978 -0.970 -0.590
H -3.287 -0.973 -1.474
O -2.763 -1.537 -0.904
```

The LUMO energy is 4.240 eV. The HOMO-LUMO gap is 8.4 eV. The total charge is -1. The value obtained for the total energy is -399.86092 a.u. As for the multiplicity: 1.

=====

Computed, not measured: a 7-piece molecular cluster, C25H49NO26S6 overall in a non-equilibrium geometry, with ωB97M-V with the def2-TZVPD basis set.

Structure (XYZ):
```
107
C25H49NO26S6 | OMol25 | ωB97M-V with the def2-TZVPD basis set
C -0.004 1.457 5.225
C -0.741 0.854 4.172
C -1.475 0.453 2.746
C -2.035 -1.120 2.831
C -1.398 -1.859 1.473
C -1.732 -3.461 1.386
O -0.558 -4.347 1.394
C 0.114 -4.380 0.072
C 1.408 -3.375 0.140
O 2.723 -4.081 -0.006
C 3.697 -3.019 0.415
C 4.350 -3.281 1.896
C 3.457 -2.685 3.152
C 2.694 -3.960 3.919
C 1.623 -3.438 5.083
N 0.899 -4.631 5.738
H 0.348 2.156 6.128
H -0.669 0.531 1.872
H -2.320 1.229 2.520
H -3.214 -1.159 2.691
H -1.679 -1.670 3.808
H -0.260 -1.584 1.478
H -1.851 -1.345 0.497
H -2.362 -3.621 0.388
H -2.418 -3.781 2.294
H 0.500 -5.477 -0.123
H -0.615 -4.095 -0.827
H 1.431 -2.940 1.252
H 1.319 -2.493 -0.639
H 3.205 -1.937 0.402
H 4.595 -2.971 -0.369
H 4.581 -4.430 2.070
H 5.417 -2.749 1.897
H 2.648 -1.912 2.745
H 4.108 -2.058 3.931
H 3.485 -4.635 4.462
H 2.110 -4.653 3.171
H 0.778 -2.733 4.635
H 2.203 -2.882 5.966
H 0.938 -5.468 5.089
H -0.122 -4.418 5.858
C -6.208 2.404 1.533
C -5.751 1.599 2.746
O -6.011 0.238 2.411
S -5.830 0.045 0.802
O -4.503 -0.476 0.556
O -7.027 -0.571 0.277
O -5.839 1.624 0.397
H -7.297 2.522 1.526
H -5.736 3.389 1.489
H -6.284 1.881 3.658
H -4.673 1.707 2.907
C 2.981 -3.075 -4.188
C 4.259 -3.744 -3.689
O 5.243 -3.452 -4.678
S 4.921 -1.993 -5.332
O 5.747 -1.009 -4.669
O 4.868 -2.138 -6.768
O 3.398 -1.841 -4.769
H 2.501 -3.674 -4.969
H 2.267 -2.893 -3.380
H 4.143 -4.824 -3.567
H 4.590 -3.304 -2.742
C -0.484 4.823 2.419
C -0.909 5.424 3.756
O -2.190 6.001 3.516
S -2.965 5.118 2.385
O -3.854 4.199 3.060
O -3.403 6.007 1.333
O -1.674 4.278 1.851
H -0.107 5.596 1.742
H 0.273 4.044 2.538
H -0.206 6.180 4.115
H -1.026 4.646 4.518
C 0.453 0.609 -8.061
C -0.811 -0.153 -7.671
O -0.370 -1.178 -6.784
S 0.917 -0.633 -5.944
O 0.451 -0.158 -4.660
O 1.992 -1.588 -6.086
O 1.246 0.662 -6.877
H 1.019 0.068 -8.827
H 0.233 1.618 -8.419
H -1.321 -0.584 -8.536
H -1.507 0.492 -7.124
C 0.825 3.262 -12.629
C 1.276 3.786 -11.268
O 0.075 3.966 -10.522
S -1.013 2.844 -10.989
O -0.963 1.748 -10.048
O -2.239 3.518 -11.348
O -0.259 2.376 -12.356
H 0.451 4.074 -13.260
H 1.626 2.734 -13.154
H 1.826 4.727 -11.346
H 1.891 3.047 -10.745
C -1.483 2.738 9.793
C -0.206 2.069 10.292
O 0.779 2.361 9.303
S 0.457 3.820 8.649
O 1.283 4.804 9.311
O 0.404 3.675 7.213
O -1.066 3.972 9.212
H -1.963 2.139 9.012
H -2.197 2.920 10.601
H -0.321 0.990 10.414
H 0.126 2.509 11.239
```

The LUMO energy is 0.343 eV. The HOMO-LUMO gap is 9.3 eV. The value obtained for the total energy is -5381.50273 a.u. As for the multiplicity: 1. Its SMILES is C#CCCCCOCCOCCCCCN.O=S1(=O)OCCO1.O=S1(=O)OCCO1.O=S1(=O)OCCO1.O=S1(=O)OCCO1.O=S1(=O)OCCO1.O=S1(=O)OCCO1.

=====

Computed, not measured: a 2-piece molecular cluster, C2H9NS overall in a non-equilibrium geometry, with ωB97M-V with the def2-TZVPD basis set.

Structure (XYZ):
```
13
C2H9NS | OMol25 | ωB97M-V with the def2-TZVPD basis set
S -0.020 1.367 -1.756
H 0.500 0.162 -1.169
C -0.165 -0.176 2.193
N 0.599 -0.709 0.986
C -0.233 -1.742 0.242
H -0.358 -0.842 3.003
H 0.392 0.689 2.549
H -1.146 0.216 1.689
H 1.331 -1.135 1.444
H -1.016 1.457 -0.904
H -0.661 -2.563 0.829
H 0.586 -2.030 -0.592
H -1.113 -1.346 -0.256
```

The LUMO energy is 0.939 eV. The HOMO-LUMO gap is 10.1 eV. The value obtained for the total energy is -534.47547 a.u. As for the multiplicity: 1. Its SMILES is CNC.S.

=====

Computed, not measured: C8H8F2 as an isolated structure in a non-equilibrium geometry, with ωB97M-V with the def2-TZVPD basis set.

Structure (XYZ):
```
18
C8H8F2 | OMol25 | ωB97M-V with the def2-TZVPD basis set
C -0.343 2.307 -0.187
C -1.428 1.351 -0.159
C 0.935 1.999 -0.134
C -1.279 0.025 -0.079
C 0.803 -0.602 1.307
C 1.239 0.021 0.045
C -0.036 -0.756 0.033
C -0.082 -2.113 -0.636
F -2.398 -0.740 -0.137
F 2.337 -0.363 -0.629
H -0.640 3.347 -0.287
H -2.430 1.742 -0.262
H 1.835 2.567 -0.201
H 1.342 -1.478 1.645
H 0.435 0.030 2.103
H -0.477 -2.007 -1.647
H -0.728 -2.792 -0.078
H 0.915 -2.537 -0.696
```

The LUMO energy is 0.894 eV. The HOMO-LUMO gap is 9.5 eV. The value obtained for the total energy is -509.24598 a.u. As for the multiplicity: 1.

=====

Computed, not measured: C22H35Cl2O8P2S3Si2TeTi as an isolated structure in a non-equilibrium geometry, with ωB97M-V with the def2-TZVPD basis set.

Structure (XYZ):
```
76
C22H35Cl2O8P2S3Si2TeTi | OMol25 | ωB97M-V with the def2-TZVPD basis set
Ti -0.888 0.843 -0.969
O -2.935 2.399 -1.432
P -3.573 1.247 -0.476
O -4.726 1.744 0.276
O -2.348 0.680 0.218
O -4.017 0.098 -1.540
P -2.858 -0.812 -2.251
O -2.342 -1.771 -1.051
O -3.424 -1.634 -3.322
O -1.720 0.160 -2.503
H -3.592 3.073 -1.637
H -2.760 -2.636 -1.166
Cl -0.770 5.525 -1.198
C 0.137 5.516 0.232
Cl -0.211 2.542 0.379
H -0.428 5.353 1.135
H 1.142 5.132 0.150
C 0.372 -4.594 2.079
Si 1.786 -3.334 2.069
C 2.408 -3.184 0.302
C 3.164 -3.947 3.221
C 1.173 -1.667 2.689
Te -0.355 -0.922 1.284
C -1.234 0.201 2.920
Si -2.658 -0.791 3.672
C -3.461 0.204 5.077
C -4.000 -1.301 2.457
C -1.940 -2.390 4.413
H 0.645 -5.507 1.545
H -0.493 -4.154 1.579
H 0.072 -4.876 3.090
H 2.490 -4.154 -0.191
H 3.382 -2.697 0.249
H 1.708 -2.574 -0.273
H 3.585 -4.891 2.868
H 2.784 -4.106 4.232
H 3.976 -3.220 3.281
H 1.974 -0.930 2.766
H 0.701 -1.759 3.666
H -1.557 1.154 2.503
H -0.435 0.384 3.636
H -4.008 1.061 4.678
H -2.724 0.578 5.790
H -4.172 -0.416 5.627
H -4.338 -0.446 1.878
H -4.872 -1.715 2.968
H -3.620 -2.049 1.759
H -1.212 -2.186 5.203
H -1.438 -2.965 3.633
H -2.727 -3.014 4.844
O 0.749 0.390 -1.475
C 1.377 1.126 -2.515
C 2.115 2.331 -1.931
C 2.757 2.375 -0.732
C 3.511 3.563 -0.550
C 3.451 4.393 -1.625
S 2.461 3.739 -2.869
C 0.363 1.541 -3.568
C -0.467 2.624 -3.545
C -1.401 2.625 -4.611
C -1.263 1.545 -5.424
S 0.008 0.519 -4.912
C 2.494 0.301 -3.142
C 3.128 0.485 -4.336
C 4.241 -0.381 -4.503
C 4.437 -1.188 -3.428
S 3.265 -0.909 -2.202
H 2.661 1.588 0.000
H 4.069 3.787 0.348
H 3.911 5.356 -1.770
H -0.410 3.396 -2.792
H -2.143 3.398 -4.752
H -1.845 1.276 -6.291
H 2.815 1.213 -5.068
H 4.863 -0.397 -5.386
H 5.190 -1.947 -3.285
```

The LUMO energy (spin up / spin down) is 2.135 / 2.134 eV. The HOMO-LUMO gap (spin up / spin down) is 6.5 / 7.4 eV. The total charge is -1. The value obtained for the total energy is -5955.83342 a.u. As for the multiplicity: 3. The expectation value of S² is 2.01.